1.
The following is a DFT calculation (ωB97M-V with the def2-TZVPD basis set) of a molecular structure, C26H23N3O3S.

As for the molar mass: 457.555 Da. The total energy comes out at -48762.7000 eV. The charge is 0. The calculation puts the gap between HOMO and LUMO at 0.26016 Ha. The multiplicity is 1.

Positions of all 56 atoms, in Å:
C1 2.86829 -0.09354 -2.82825
H1 2.49783 -0.54513 -3.84379
H2 2.81582 0.90978 -3.03773
H3 3.76919 -0.41433 -2.56466
O1 1.81305 -0.23033 -1.96702
C2 0.68388 -0.04707 -2.05581
C3 -0.13654 -0.53738 -0.99289
C4 -1.62896 -0.37991 -1.43171
C5 -2.09408 0.34164 -2.49309
C6 -1.27384 0.85166 -3.28816
C7 0.25523 0.46686 -3.28612
H4 0.87726 1.02280 -4.09876
H5 -1.71659 1.57765 -4.15211
H6 -3.15082 0.35802 -2.49818
N1 -2.53216 -0.90147 -0.44075
C8 -3.17832 -0.16212 0.53643
N2 -4.09179 -0.46856 1.51108
C9 -4.01379 -1.87279 1.76760
C10 -4.95134 -2.46955 2.65689
C11 -4.82394 -3.76662 3.10046
C12 -4.16461 -4.56350 2.20255
C13 -3.17973 -4.26973 1.30859
C14 -3.25154 -2.94121 0.92894
C15 -2.32478 -2.43678 -0.04631
O2 -1.84017 -3.12604 -1.15965
H7 -2.85495 -4.92748 0.66247
H8 -4.27815 -5.51768 2.62067
H9 -5.52872 -4.19008 3.74968
H10 -5.32975 -1.60618 3.38945
S1 -3.28834 1.57829 0.22961
C16 -2.55576 1.95701 1.66510
C17 -1.13118 1.66344 1.66280
O3 -0.70150 0.69930 2.55047
N3 -0.40165 2.32586 0.83597
C18 0.99181 2.13306 0.50291
C19 1.50923 2.66528 -0.60404
C20 2.71872 2.85582 -1.05103
C21 3.76363 1.83788 -0.02527
C22 3.18515 1.09568 0.76070
C23 2.00029 1.09308 1.13918
H11 1.41499 0.53595 2.12922
C24 4.48043 0.19633 1.48024
H12 4.00715 -0.68153 1.53459
H13 4.57648 0.82154 2.38277
C25 5.44203 0.40087 0.18289
H14 6.19524 0.32030 0.80335
H15 5.18205 -0.39812 -0.30488
C26 4.97937 1.77014 -0.29151
H16 5.37775 1.63228 -1.59840
H17 5.82963 2.51101 0.03445
H18 3.15535 3.41528 -1.75565
H19 0.77068 3.50407 -1.12969
H20 -1.07161 2.73622 0.12894
H21 -3.16509 1.54328 2.67910
H22 -2.72269 3.08606 2.00683
H23 0.22182 -1.35931 -0.19847

---

2.
The following is a DFT calculation (ωB97M-V with the def2-TZVPD basis set) of a molecular structure, C26H23O5PtSb.

As for the molar mass: 732.303 Da. The total energy comes out at -47334.7377 eV. The charge is +2. The calculation puts the gap between HOMO and LUMO (spin up / spin down) at 0.30249 / 0.14347 Ha. The multiplicity is 5.

Positions of all 56 atoms, in Å:
Pt1 -0.34440 -0.18770 -0.03300
O1 0.55980 3.26030 1.72570
C1 0.76110 2.45410 0.85780
O2 -0.01740 2.04800 -0.04330
C2 2.22490 1.77080 0.84730
C3 2.49490 0.98270 -0.44530
C4 4.00090 0.67220 -0.47180
C5 4.10320 -0.42360 0.59950
C6 2.63430 -0.55550 1.04290
O3 1.93590 -0.31060 -0.18140
C7 2.33790 0.68650 1.89530
C8 0.95170 0.52340 2.74870
O4 0.94730 1.08030 3.80690
O5 0.06450 -0.15890 2.19020
H1 2.90600 2.60440 1.01800
H2 2.07170 1.40780 -1.35480
H3 4.27670 0.29380 -1.45670
H4 4.60930 1.55000 -0.26950
H5 4.44330 -1.36700 0.17410
H6 4.76690 -0.16770 1.42060
H7 2.34520 -1.51310 1.47250
H8 3.07760 0.89010 2.66820
C9 -7.36880 -0.80390 -0.67450
C10 -6.35270 -1.57870 -1.22040
C11 -5.02450 -1.26370 -0.97150
C12 -4.73160 -0.17110 -0.17020
C13 -5.74850 0.60840 0.38170
C14 -7.06780 0.28970 0.12770
Sb1 -2.76580 0.49700 0.35610
C15 -3.07690 2.56980 -0.25900
C16 -2.54740 3.64940 0.41580
C17 -2.59760 4.90550 -0.17820
C18 -3.21950 5.05770 -1.40550
C19 -3.74620 3.96540 -2.06990
C20 -3.69800 2.70670 -1.49060
C21 -3.03610 0.53610 2.51730
C22 -2.28920 1.36710 3.32520
C23 -2.30560 1.16170 4.69940
C24 -3.08910 0.15000 5.22970
C25 -3.82410 -0.68300 4.40620
C26 -3.82860 -0.47850 3.03440
H9 -8.39970 -1.04770 -0.87690
H10 -6.58700 -2.42970 -1.84170
H11 -4.24060 -1.87320 -1.40160
H12 -5.50630 1.45700 1.01330
H13 -7.85030 0.89680 0.55820
H14 -2.06540 3.55510 1.37900
H15 -2.15960 5.74820 0.33240
H16 -3.31780 6.04450 -1.83770
H17 -4.19910 4.07240 -3.04400
H18 -4.11010 1.85970 -2.02120
H19 -1.65230 2.14590 2.92080
H20 -1.69270 1.78070 5.33770
H21 -3.14560 0.01930 6.30120
H22 -4.39410 -1.50480 4.81340
H23 -4.41160 -1.13060 2.40080

---

3.
The following is a DFT calculation (ωB97M-V with the def2-TZVPD basis set) of a molecular structure, C26H24AsN3O2PtS2.

As for the molar mass: 744.631 Da. The total energy comes out at -121673.0702 eV. The charge is 0. The calculation puts the gap between HOMO and LUMO at 0.24276 Ha. The multiplicity is 1.

Positions of all 59 atoms, in Å:
Pt1 -0.69603 0.97888 -1.51626
N1 -2.38593 0.99703 -0.33693
N2 -2.75199 2.28120 0.13206
C1 -1.92434 3.34208 0.01646
N3 -2.35394 4.45154 0.64399
S1 -0.47924 3.34420 -0.83012
H1 -3.13488 0.63087 -0.92707
H2 -2.26359 0.39120 0.47804
H3 -3.51303 2.29461 0.79340
H4 -3.23620 4.50098 1.12193
H5 -1.80411 5.28717 0.55408
O1 1.37830 2.10157 -4.57990
C2 0.77537 1.23987 -3.97378
O2 0.90537 1.09291 -2.67655
C3 -0.03554 0.20236 -4.73215
C4 0.20031 0.18147 -6.10701
C5 -0.37680 -0.75870 -6.94105
C6 -1.22149 -1.71078 -6.39182
C7 -1.48453 -1.70066 -5.03543
C8 -0.91329 -0.75082 -4.18355
S2 -1.42605 -0.91123 -2.49673
H6 0.87229 0.93439 -6.49503
H7 -0.16660 -0.75473 -8.00256
H8 -1.68470 -2.46175 -7.02035
H9 -2.15797 -2.43750 -4.61306
C9 4.51225 0.08417 4.00018
C10 4.55055 0.89451 2.87706
C11 3.47529 0.90556 1.99432
C12 2.36155 0.10708 2.23329
C13 2.33273 -0.70640 3.36228
C14 3.40241 -0.71730 4.24275
As1 0.91679 0.21188 0.91776
C15 -0.50988 0.57413 2.22252
C16 -1.39906 -0.34342 2.77998
C17 -2.40810 0.07684 3.64167
C18 -2.52786 1.41724 3.98216
C19 -1.62350 2.33552 3.46255
C20 -0.63600 1.91769 2.58159
C21 0.73679 -1.69247 0.54975
C22 1.91316 -2.38023 0.25841
C23 1.87847 -3.70255 -0.15593
C24 0.66358 -4.36030 -0.28985
C25 -0.51281 -3.67903 -0.02499
C26 -0.47507 -2.35292 0.38269
H10 5.34768 0.07189 4.68865
H11 5.41500 1.51636 2.68173
H12 3.50738 1.53467 1.11216
H13 1.47258 -1.33885 3.55213
H14 3.37602 -1.35247 5.11946
H15 -1.29215 -1.40142 2.57527
H16 -3.08556 -0.65489 4.06478
H17 -3.30266 1.74009 4.66622
H18 -1.68483 3.38079 3.74150
H19 0.04902 2.65075 2.16790
H20 2.87238 -1.88447 0.35376
H21 2.80453 -4.21658 -0.38005
H22 0.63489 -5.39184 -0.61602
H23 -1.46897 -4.17009 -0.15483
H24 -1.41801 -1.84008 0.52852

---

4.
The following is a DFT calculation (ωB97M-V with the def2-TZVPD basis set) of a molecular structure, C26H24CeF5NO2P2.

As for the molar mass: 679.537 Da. The total energy comes out at -78024.5867 eV. The charge is +1. The calculation puts the gap between HOMO and LUMO (spin up / spin down) at 0.27849 / 0.28247 Ha. The multiplicity is 2.

Positions of all 61 atoms, in Å:
C1 -0.20944 -3.68856 2.63766
C2 0.39106 -2.57933 2.03844
C3 0.37271 -2.53297 0.61757
C4 -0.02433 -3.61911 -0.14767
C5 -0.61447 -4.71525 0.47384
C6 -0.72446 -4.73346 1.86590
C7 0.01286 -3.46624 -1.67313
C8 1.11195 -2.49934 -2.10608
C9 1.40510 -1.44557 -1.25351
C10 2.42119 -0.51367 -1.53679
C11 3.03921 -0.60413 -2.78634
C12 2.67565 -1.60011 -3.69767
C13 1.71393 -2.55624 -3.36023
H1 -0.27076 -3.73348 3.72778
H2 -0.98550 -5.53560 -0.14547
H3 -1.20274 -5.58190 2.35552
H4 0.23299 -4.45252 -2.09861
H5 3.80969 0.12431 -3.04547
H6 3.15411 -1.63910 -4.67528
H7 1.42415 -3.34998 -4.05229
N1 0.59193 -1.29900 -0.09379
Ce1 -0.87430 0.05723 0.39894
C14 1.03868 -1.47480 2.85915
H8 2.01033 -1.17930 2.42697
H9 1.19862 -1.81711 3.89142
C15 2.80630 0.53426 -0.51446
H10 3.19051 0.05854 0.40461
H11 3.58251 1.19667 -0.92366
P1 0.03839 0.10671 3.04839
P2 1.42060 1.64206 0.02656
C16 1.06563 2.46176 -1.56740
H12 0.32926 3.26140 -1.41171
H13 1.99901 2.88945 -1.95641
H14 0.66005 1.75585 -2.30251
C17 2.28991 2.96778 0.90581
H15 3.20645 3.24525 0.36641
H16 1.62205 3.83843 0.96273
H17 2.54120 2.65047 1.92583
C18 -1.15617 -0.38522 4.32872
H18 -0.71522 -0.23423 5.32178
H19 -2.04503 0.25177 4.22892
H20 -1.46388 -1.43115 4.21161
C19 1.17372 1.18917 3.96415
H21 0.95095 2.22891 3.69081
H22 1.01931 1.06189 5.04390
H23 2.22066 0.97656 3.71168
C20 -1.22909 -2.90473 -2.13105
O1 -1.83491 -1.93375 -1.71373
H24 -1.30324 -3.67223 -2.90442
F1 -5.06849 5.60639 -2.51469
C21 -4.29388 4.59705 -2.07672
C22 -4.58807 3.28361 -2.45297
F2 -5.64546 3.03238 -3.25295
C23 -3.79850 2.24548 -1.99629
F3 -4.06537 0.96579 -2.33955
C24 -2.70370 2.50322 -1.14715
O2 -1.96271 1.50887 -0.70546
C25 -2.42716 3.83386 -0.78024
F4 -1.37726 4.08586 0.05815
C26 -3.20678 4.87169 -1.24074
F5 -2.92974 6.14541 -0.88880

---

Across the entries above, energy relative to the best compared isomer or geometry (same formula, charge and spin) takes the values 485.7 17.4 5.2 20.1 kcal per mole, respectively.
Across the entries above, max |F| takes the values 0.355 0.046 0.022 0.090 hartree/bohr, respectively.